{"formula": "C23H24N6", "method": "wB97M-V/def2-TZVPD", "species": ["N", "C", "N", "N", "C", "N", "C", "N", "C", "C", "C", "C", "C", "C", "C", "C", "C", "C", "C", "C", "N", "C", "C", "C", "C", "C", "C", "C", "C", "H", "H", "H", "H", "H", "H", "H", "H", "H", "H", "H", "H", "H", "H", "H", "H", "H", "H", "H", "H", "H", "H", "H", "H"], "xyz": [[5.817698, -0.359900, -0.158942], [4.785342, -1.028633, 0.466424], [5.006358, -1.862144, 1.502531], [3.911302, -2.525669, 1.923902], [2.939059, -2.106669, 1.125733], [1.660334, -2.503082, 1.182689], [0.844451, -2.011869, 0.280801], [-0.438027, -2.487214, 0.292516], [-1.043881, -2.969185, 1.515838], [-2.007882, -1.944483, 2.058810], [-3.306160, -2.286008, 2.411881], [-4.195227, -1.318195, 2.847668], [-3.799744, 0.005931, 2.923741], [-2.505314, 0.356751, 2.577060], [-1.616453, -0.612648, 2.152089], [1.220328, -1.023254, -0.696545], [2.505358, -0.553723, -0.722703], [3.426132, -1.140111, 0.171313], [2.863930, 0.588492, -1.626078], [1.618541, 1.427708, -1.902464], [0.617913, 0.571621, -2.498815], [-0.484692, 1.280221, -3.140417], [-1.380552, 2.013610, -2.171205], [-1.052968, 3.287667, -1.722679], [-1.808058, 3.907714, -0.742641], [-2.898399, 3.258513, -0.188861], [-3.245497, 1.996205, -0.637914], [-2.494770, 1.383076, -1.625544], [0.146644, -0.441944, -1.573878], [5.534439, 0.432456, -0.712861], [6.623487, -0.177281, 0.420644], [5.891215, -2.056691, 1.943774], [-1.087646, -2.040162, -0.334438], [-0.222711, -3.156584, 2.213169], [-1.564378, -3.911930, 1.318081], [-3.622919, -3.317263, 2.344525], [-5.202803, -1.597845, 3.119668], [-4.496885, 0.762509, 3.253019], [-2.189084, 1.388239, 2.634736], [-0.604253, -0.339299, 1.888425], [3.626598, 1.217249, -1.161161], [3.257567, 0.203518, -2.570252], [1.858188, 2.225830, -2.609945], [1.274138, 1.889485, -0.959673], [-1.064698, 0.535353, -3.694280], [-0.046677, 1.979203, -3.857960], [-0.203009, 3.801542, -2.149243], [-1.540887, 4.899223, -0.406329], [-3.480277, 3.737739, 0.584600], [-4.098204, 1.484794, -0.215499], [-2.783982, 0.404890, -1.985548], [-0.306108, -1.236582, -2.182270], [-0.636877, -0.031170, -0.905494]], "forces_ev_per_a": [[0.2, 0.1, -0.1], [-0.2, -0.2, 0.2], [0.1, 0.5, -0.6], [-0.6, -0.6, 0.5], [1.0, 0.7, -0.4], [-0.6, -0.2, 0.0], [0.7, -0.4, 0.4], [-0.3, 0.1, -0.4], [0.0, -0.2, 0.1], [-0.1, 0.0, 0.0], [0.1, -0.1, 0.0], [-0.1, 0.1, 0.0], [-0.1, 0.0, 0.0], [0.1, 0.1, 0.0], [0.0, 0.0, 0.0], [0.3, 0.4, -0.3], [-0.3, -0.1, -0.1], [0.1, -0.4, 0.5], [-0.2, 0.1, 0.0], [0.3, 0.0, 0.0], [0.1, -0.1, 0.0], [0.0, 0.0, 0.0], [0.0, 0.0, 0.0], [0.0, 0.0, -0.1], [0.0, 0.1, 0.1], [0.0, 0.0, 0.0], [-0.1, 0.0, 0.0], [0.0, 0.1, -0.1], [-0.1, 0.0, 0.1], [0.1, 0.0, 0.1], [-0.1, 0.1, -0.1], [-0.1, 0.0, -0.1], [0.1, 0.0, 0.0], [-0.2, -0.1, -0.1], [0.1, 0.1, 0.1], [0.0, -0.1, 0.0], [-0.1, 0.0, 0.0], [-0.1, 0.1, 0.0], [0.0, 0.1, 0.0], [0.1, 0.1, 0.0], [0.0, 0.0, 0.0], [0.0, 0.1, 0.0], [0.0, 0.0, 0.0], [0.1, 0.0, -0.1], [0.0, 0.1, 0.0], [-0.1, 0.0, 0.0], [0.1, 0.0, 0.0], [0.0, 0.1, 0.0], [-0.1, 0.0, 0.1], [-0.1, 0.0, 0.0], [0.0, -0.1, 0.0], [-0.1, 0.0, 0.1], [0.1, -0.2, -0.1]], "charge": 0, "e_above_lowest_kj_mol": 0.0, "energy_ev": -33181.5252, "homo_lumo_gap_ev": 7.94, "e_homo_ev": -7.35}